Entry 1:
# C30H29AuGe2I2N2O4S

A molecular structure, C30H29AuGe2I2N2O4S in a non-equilibrium geometry (wB97M-V/def2-TZVPD, the Open Molecules 2025 dataset).

```
! RIJCOSX wB97M-V def2-TZVPD def2/J DEFGRID3
* xyz 1 2
Au -0.1770 -2.2615 -0.8897
I 0.3991 -3.2317 4.4688
C 1.8965 -2.9287 3.0388
C 3.2345 -2.9271 3.3798
C 4.1940 -2.7073 2.4118
I 6.2026 -2.5610 3.0429
C 3.8391 -2.5728 1.0450
C 4.7640 -2.3998 -0.0029
C 4.3227 -2.3168 -1.2996
C 2.9570 -2.4435 -1.5536
N 2.0717 -2.5809 -0.5904
C 2.4646 -2.6243 0.6909
C 1.4360 -2.7058 1.7151
O 0.2162 -2.5550 1.4636
H 3.5316 -3.0758 4.4079
H 5.8196 -2.3422 0.2157
H 5.0121 -2.1856 -2.1178
H 2.5781 -2.4398 -2.5633
N -2.5229 -2.6849 -0.7211
C -3.2428 -1.5412 -0.2857
C -2.7657 -0.8646 0.8350
C -3.3671 0.3125 1.2469
C -4.4054 0.7948 0.4921
C -4.9453 0.1325 -0.5779
C -4.3460 -1.0551 -0.9808
S -5.0502 2.4768 0.9423
O -4.0091 2.9734 1.8107
O -6.2851 2.0485 1.5543
O -5.1381 3.1019 -0.3531
H -2.9389 -3.1021 -1.5478
H -2.4212 -3.3756 0.0169
H -1.9253 -1.2847 1.3672
H -3.0427 0.8646 2.1135
H -5.7951 0.5441 -1.0939
H -4.7404 -1.5964 -1.8279
C -0.1465 3.2441 1.9746
Ge 0.3806 1.3203 2.1025
C -0.6860 0.4280 3.5315
C 2.3101 0.9189 2.5517
Ge 0.0715 0.2439 -0.5202
C -1.4492 0.9030 -1.6430
C -1.7764 0.1076 -2.7345
C -2.7285 0.5290 -3.6433
C -3.3666 1.7444 -3.4494
C -3.0543 2.5352 -2.3563
C -2.0990 2.1075 -1.4469
C 1.7299 0.8602 -1.5018
C 1.9477 0.3755 -2.7885
C 3.1134 0.6923 -3.4640
C 4.0820 1.4758 -2.8586
C 3.8553 1.9886 -1.5939
C 2.6810 1.6883 -0.9256
H 0.0783 3.6922 2.9400
H -1.2189 3.3340 1.8058
H 0.3918 3.7851 1.2019
H -0.0806 0.3418 4.4322
H -1.0131 -0.5655 3.2493
H -1.5516 1.0451 3.7510
H 2.4653 1.1870 3.5956
H 3.0337 1.4566 1.9498
H 2.4870 -0.1484 2.4367
H -1.2776 -0.8516 -2.8631
H -2.9704 -0.0942 -4.4935
H -4.1296 2.0683 -4.1399
H -3.5665 3.4697 -2.1920
H -1.8819 2.7103 -0.5766
H 1.1957 -0.2371 -3.2733
H 3.2729 0.3187 -4.4634
H 5.0019 1.7013 -3.3757
H 4.5927 2.6173 -1.1203
H 2.4883 2.1205 0.0480
*
```

E_HOMO (spin up / spin down): -0.369 / -0.369 Eh
LUMO level (spin up / spin down): -5.93 / -6.55 eV
ΔE to the lowest compared entry with this formula, charge and spin: 3.2602 eV

***

Entry 2:
# C2H4S2

A single C2H4S2 molecule in a non-equilibrium geometry (wB97M-V/def2-TZVPD, the Open Molecules 2025 dataset).

```
! RIJCOSX wB97M-V def2-TZVPD def2/J DEFGRID3
* xyz 0 3
C -0.0668 -0.4616 0.1979
C -0.4390 0.4417 -0.8430
S -0.7163 -1.8135 0.6540
S 1.6712 0.1168 1.0785
H -1.3138 -0.0062 -1.4724
H -0.6700 1.3997 -0.2924
H 0.3965 0.8291 -1.4699
H 1.1382 -0.5059 2.1472
*
```

E_HOMO (spin up / spin down): -0.238 / -0.352 Eh
LUMO level (spin up / spin down): 0.64 / -2.82 eV
ΔE to the lowest compared entry with this formula, charge and spin: 0.8364 eV

***

Entry 3:
# C38H32BaCl3GeN3O2S6

A molecular structure, C38H32BaCl3GeN3O2S6 (wB97M-V/def2-TZVPD, the Open Molecules 2025 dataset).

```
! RIJCOSX wB97M-V def2-TZVPD def2/J DEFGRID3
* xyz -1 2
Ba 1.2582 0.4132 -0.9009
C 4.0917 3.9727 1.1839
C 3.0946 3.0684 0.7808
N 3.3548 1.9131 0.2209
C 4.6453 1.5475 0.0022
C 5.7187 2.3991 0.3613
C 5.3952 3.6324 0.9689
C 7.0528 2.0114 0.1003
C 7.2744 0.8078 -0.5135
C 6.2296 -0.0552 -0.8657
C 4.8887 0.2592 -0.6264
N 3.8115 -0.4710 -0.9890
C 3.8976 -1.8062 -1.2640
C 4.7519 -2.7105 -0.6432
C 4.7295 -4.0834 -0.9342
C 3.8695 -4.6090 -1.8583
C 2.9621 -3.7428 -2.5113
C 2.0236 -4.2067 -3.4602
C 1.1518 -3.3379 -4.0456
C 1.1904 -1.9885 -3.6495
N 2.0378 -1.5201 -2.7670
C 2.9523 -2.3617 -2.2061
H 3.8116 4.9131 1.6393
H 2.0469 3.3241 0.9206
H 6.2001 4.3024 1.2498
H 7.8664 2.6719 0.3725
H 8.2915 0.5083 -0.7412
H 6.4617 -0.9834 -1.3688
H 5.4403 -2.3393 0.1045
H 5.4151 -4.7381 -0.4080
H 3.8559 -5.6669 -2.0874
H 1.9991 -5.2642 -3.6964
H 0.4147 -3.6657 -4.7652
H 0.4683 -1.2840 -4.0501
S -0.0830 6.0054 -6.9127
C 0.1948 4.8632 -5.7666
S 1.7532 4.5128 -5.1161
C 1.2952 3.3052 -3.9250
C -0.0812 2.9907 -3.9126
S -0.8759 1.9086 -2.9103
S -1.0421 3.8711 -5.0843
S 2.4886 2.6808 -2.9423
Cl -0.6684 -5.1243 -0.7851
Ge -0.0133 -3.0561 -0.1559
Cl -1.4605 -1.8294 -1.5199
Cl -1.3151 -2.9981 1.7773
O -0.9477 0.8303 0.6594
S -2.3528 0.3045 0.7879
C -3.2767 1.0596 -0.5720
C -4.7544 0.8534 -0.4204
C -5.2755 -0.4320 -0.2790
C -6.6371 -0.6159 -0.1016
C -7.4949 0.4768 -0.0856
C -6.9846 1.7556 -0.2481
C -5.6186 1.9419 -0.4079
C -3.0485 1.2493 2.1793
C -4.2386 0.5706 2.7994
C -5.4311 1.2580 2.9888
C -6.5286 0.6251 3.5538
C -6.4449 -0.7067 3.9317
C -5.2565 -1.4003 3.7447
C -4.1591 -0.7666 3.1842
H -2.8877 0.5613 -1.4613
H -2.9941 2.1123 -0.6136
H -4.6069 -1.2858 -0.3021
H -7.0304 -1.6166 0.0227
H -8.5588 0.3292 0.0505
H -7.6490 2.6108 -0.2475
H -5.2167 2.9413 -0.5302
H -3.2642 2.2678 1.8532
H -2.2012 1.2775 2.8671
H -5.5073 2.2922 2.6755
H -7.4540 1.1717 3.6856
H -7.3038 -1.2049 4.3633
H -5.1826 -2.4430 4.0260
H -3.2452 -1.3256 3.0140
C 1.9782 -2.3545 3.2009
C 1.4303 -1.0486 2.7026
C 0.4989 -0.2926 3.6080
O 1.7255 -0.6264 1.6042
H 1.1441 -3.0130 3.4512
H 2.5629 -2.1888 4.1084
H 2.5970 -2.8132 2.4332
H 0.8987 -0.2345 4.6214
H -0.4366 -0.8581 3.6489
H 0.3066 0.6979 3.2040
*
```

E_HOMO (spin up / spin down): -0.154 / -0.154 Eh
LUMO level (spin up / spin down): 1.93 / 0.66 eV
ΔE to the lowest compared entry with this formula, charge and spin: 0.0297 eV

***

Entry 4:
# CH2ClN2O3

3 unconnected molecules or ions with the total composition CH2ClN2O3 in a non-equilibrium geometry (wB97M-V/def2-TZVPD, the Open Molecules 2025 dataset).

```
! RIJCOSX wB97M-V def2-TZVPD def2/J DEFGRID3
* xyz -1 1
C -0.4022 -0.4387 -1.7011
N 0.4290 0.5151 0.7079
N -0.7153 0.5252 0.5790
O -0.9623 -1.2714 -2.4121
O 0.8928 -0.5497 -1.3345
O -0.9431 0.6228 -1.2764
Cl 0.1028 0.1820 3.5579
H 0.6294 0.3411 2.4373
H 0.9690 0.0736 -0.5580
*
```

E_HOMO: -0.172 Eh
LUMO level: 3.85 eV
ΔE to the lowest compared entry with this formula, charge and spin: 2.1204 eV

***

Entry 5:
# C3H4BrN3

2 unconnected molecules or ions with the total composition C3H4BrN3 in a non-equilibrium geometry (wB97M-V/def2-TZVPD, the Open Molecules 2025 dataset).

```
! RIJCOSX wB97M-V def2-TZVPD def2/J DEFGRID3
* xyz 0 1
C -1.5317 -0.1346 -0.5718
C -0.8700 -1.3979 -0.2718
C -0.5628 0.7923 -0.2946
N 0.3089 -1.1601 0.2169
N 0.5381 0.1174 0.1383
N 1.7044 0.7718 0.2536
Br 3.1389 -0.3877 0.3328
H -2.4277 0.1263 -1.1491
H -1.3227 -2.4442 -0.1933
H -0.5648 1.8903 -0.1870
H 1.5894 1.8265 1.7261
*
```

E_HOMO (spin up / spin down): -0.320 / -0.333 Eh
LUMO level (spin up / spin down): -0.60 / -1.21 eV
ΔE to the lowest compared entry with this formula, charge and spin: 5.3959 eV

***

For reference, energy by record: -186501.541; -23805.453; -208289.976; -22715.589; -77682.408 eV.